# 1
102
Properties=species:S:1:pos:R:3:forces:R:3:mulliken_charge:R:1 method="wB97M-V/def2-TZVPD" homo_lumo_gap_ev="4.88 / 4.88" largest_force_ev_per_a=1.53 total_charge=+2 e_lumo_ev="-7.35 / -7.35"
Os -0.2125 -0.4854 0.0227 -0.1 0.4 -1.5 0.9740
C 3.7519 -5.7507 4.4119 0.0 0.0 0.0 -0.3880
C 2.4363 -6.0311 4.0641 0.0 0.0 0.0 -0.9592
C 1.7894 -5.2596 3.1173 -0.1 0.0 0.0 -0.3477
C 2.4585 -4.1976 2.5005 0.0 0.1 -0.2 0.0835
C 3.7848 -3.9269 2.8567 0.1 0.0 -0.1 -0.1540
C 4.4318 -4.7045 3.7994 0.0 0.0 0.0 -0.9021
C 1.7905 -3.3093 1.5618 0.4 0.0 0.1 0.6574
C 0.7107 -3.5726 0.7798 -0.1 0.0 -0.2 0.7889
C 0.3747 -4.9030 0.3354 0.0 0.1 0.1 -1.5369
C -0.5260 -4.7895 -0.6501 -0.1 0.0 -0.1 -1.4894
C -0.8544 -3.3910 -0.7817 -0.3 0.1 0.0 1.2308
C -1.8793 -2.9556 -1.6875 0.6 -0.8 -0.1 0.8774
C -2.2962 -3.8739 -2.7989 0.0 0.0 0.2 -0.7000
C -2.9541 -5.0797 -2.5719 -0.2 0.0 0.0 -0.1655
C -3.3476 -5.8744 -3.6385 0.0 0.0 0.1 -0.8677
C -3.0809 -5.4791 -4.9418 0.0 0.0 0.0 -0.4464
C -2.4181 -4.2832 -5.1787 0.0 0.0 0.1 -0.8637
C -2.0363 -3.4801 -4.1106 0.1 -0.1 0.0 0.0169
C -2.4941 -1.7531 -1.6162 -0.4 0.6 0.4 0.4578
N -2.1113 -0.6794 -0.8294 0.0 -0.6 -0.3 0.5060
C -3.0728 0.2947 -0.9972 0.0 0.2 0.3 0.3976
C -3.0941 1.5358 -0.3848 -0.5 -0.1 -0.5 0.3346
C -4.2124 2.4834 -0.6973 0.2 0.0 0.1 0.1240
C -4.4366 2.8931 -2.0108 0.1 0.1 0.0 0.0363
C -5.4418 3.8051 -2.3073 0.0 -0.1 0.0 -0.9689
C -6.2396 4.3120 -1.2919 0.0 0.0 0.0 -0.5613
C -6.0377 3.8949 0.0165 0.0 0.0 0.0 -0.9530
C -5.0282 2.9897 0.3127 -0.2 -0.1 0.0 -0.3439
C -2.1035 1.9191 0.5299 0.6 0.1 0.5 1.1793
C -2.1080 3.1291 1.3731 -0.3 0.0 -0.3 -1.3986
C -1.0573 3.0684 2.1943 0.3 -0.2 0.0 -1.3406
C -0.3329 1.8434 1.8682 -0.6 0.5 0.1 -0.4848
N -1.0083 1.2023 0.8211 -0.6 0.5 -0.2 0.2931
C 0.7096 1.1933 2.3929 0.5 -0.4 0.4 1.3492
C 0.8884 -0.0655 1.6560 0.3 -0.2 -0.4 -0.3500
C 1.7359 -0.7718 -0.6474 0.0 0.2 0.4 -1.4727
C 2.6510 -1.4781 0.0323 0.4 0.0 0.2 -0.6559
C 2.1947 -1.9090 1.3451 0.0 -0.6 -0.4 -0.0309
N 1.6042 -1.0654 2.0890 -0.4 0.9 0.6 0.1483
C 1.5497 1.6448 3.5162 0.1 0.0 -0.2 0.7326
C 1.7843 3.0086 3.7213 0.1 0.0 -0.1 -0.2273
C 2.5870 3.4459 4.7606 0.0 0.0 0.0 -1.2186
C 3.1649 2.5270 5.6270 0.0 0.0 0.0 -0.4956
C 2.9490 1.1715 5.4316 0.0 0.0 0.0 -0.8697
C 2.1545 0.7310 4.3829 -0.1 -0.1 0.1 -0.4000
C -4.1236 -0.2144 -1.8734 -0.1 0.1 0.0 -1.2079
C -3.7631 -1.4367 -2.2738 0.1 0.0 0.0 -1.3679
N -0.1086 -2.6265 0.0636 -0.2 0.0 -0.1 -0.2480
H 4.2452 -6.3429 5.1717 0.0 0.0 0.0 0.4144
H 1.9138 -6.8476 4.5436 0.0 0.0 0.0 0.4226
H 0.7491 -5.4489 2.8898 0.0 0.0 0.1 0.5855
H 4.3176 -3.1184 2.3656 0.0 0.0 0.1 0.4621
H 5.4625 -4.4999 4.0583 0.0 0.0 0.0 0.4335
H 0.8547 -5.8029 0.6856 0.0 0.1 0.0 0.7111
H -0.9494 -5.5834 -1.2402 0.1 0.1 0.0 0.6188
H -3.2051 -5.3783 -1.5609 0.0 0.0 0.0 0.6229
H -3.8681 -6.8045 -3.4507 0.0 0.0 0.0 0.4089
H -3.3942 -6.1001 -5.7706 0.0 0.0 0.0 0.4174
H -2.1972 -3.9738 -6.1924 0.0 0.0 0.0 0.4181
H -1.5154 -2.5453 -4.2894 0.0 0.0 0.0 0.4658
H -3.8018 2.5155 -2.8068 0.0 0.0 0.0 0.3189
H -5.5957 4.1231 -3.3308 0.0 0.0 0.0 0.4467
H -7.0222 5.0232 -1.5208 0.0 0.0 0.0 0.4210
H -6.6695 4.2735 0.8099 0.0 0.0 0.0 0.4231
H -4.9023 2.6398 1.3316 0.0 0.1 0.0 0.6206
H -2.8570 3.9032 1.3333 0.0 -0.1 0.0 0.7245
H -0.8007 3.7734 2.9675 0.0 -0.1 0.0 0.6670
H 1.9906 -0.4826 -1.6601 0.1 0.0 0.0 0.6468
H 3.5924 -1.8328 -0.3706 -0.1 0.0 -0.1 0.5124
H 1.3666 3.7356 3.0387 0.0 0.0 0.0 0.3777
H 2.7805 4.5043 4.8848 -0.1 0.0 0.0 0.4379
H 3.7885 2.8672 6.4437 0.0 0.0 0.0 0.4307
H 3.4034 0.4499 6.0973 0.0 0.0 0.0 0.4340
H 1.9785 -0.3300 4.2629 0.0 0.1 0.0 0.5869
H -5.0360 0.3098 -2.1080 0.0 0.0 0.0 0.5869
H -4.3193 -2.1181 -2.8990 0.1 0.0 0.0 0.5832
C 5.1362 2.5111 -2.4862 -0.1 0.0 0.1 -1.2539
C 3.8521 3.1193 -1.9264 0.2 -0.1 -0.1 -0.0919
S 3.4637 2.4097 -0.3036 -0.3 -0.2 0.0 0.1253
O 1.9793 2.0775 -0.3020 0.4 0.2 0.0 -0.1357
C 3.6382 3.9000 0.6909 -0.1 0.1 0.1 -0.6507
C 2.4748 4.8620 0.5059 0.1 0.0 0.0 -0.8029
H 5.3536 2.9301 -3.4677 0.0 0.0 0.0 0.4090
H 5.0468 1.4287 -2.5881 0.0 0.0 0.0 0.3253
H 5.9887 2.7167 -1.8375 0.0 0.0 0.0 0.3220
H 2.9866 2.8731 -2.5405 0.0 0.0 -0.1 0.0065
H 3.9326 4.2017 -1.8355 -0.1 0.0 -0.1 0.3999
H 4.5995 4.3349 0.4058 0.0 0.0 0.1 0.5653
H 3.7111 3.5478 1.7209 0.0 0.1 0.0 0.3618
H 2.4119 5.2368 -0.5177 0.0 0.0 0.0 0.3596
H 2.6009 5.7214 1.1653 0.0 0.0 0.0 0.4380
H 1.5324 4.3695 0.7465 0.0 0.0 0.0 -0.0891
C -1.3441 0.9890 -3.7920 -0.3 -0.3 0.1 -0.9422
Te 0.1308 1.3026 -2.3026 0.5 -0.4 1.0 0.4793
C -0.4876 3.2561 -1.8360 -0.1 0.1 0.2 0.1240
H -1.5103 1.9492 -4.2798 0.0 0.0 0.0 0.4612
H -2.2779 0.5980 -3.3965 0.0 0.1 -0.1 0.1788
H -0.9299 0.2838 -4.5106 0.0 0.0 0.0 0.3944
H -0.3083 3.8715 -2.7169 0.0 0.0 0.0 0.5819
H 0.1302 3.5848 -1.0032 0.0 0.0 -0.1 -0.5586
H -1.5429 3.2695 -1.5712 0.0 0.0 -0.1 0.0221



# 2
109
Properties=species:S:1:pos:R:3:forces:R:3:lowdin_spin:R:1 method="wB97M-V/def2-TZVPD" homo_lumo_gap_ev="6.76 / 6.85" largest_force_ev_per_a=0.53 total_charge=+1 multiplicity=2 e_lumo_ev="-2.49 / -2.58"
Cr 0.0053 -0.2444 0.2239 -0.1 0.4 0.1 0.9352
C -4.2878 -1.2752 0.3378 0.1 0.0 0.0 -0.0017
C -2.8865 -1.3944 0.3164 -0.1 0.0 0.0 0.0012
N -2.0914 -0.3750 0.5508 -0.1 0.0 0.0 -0.0094
C -2.6411 0.8288 0.8558 0.0 0.0 0.0 -0.0032
C -4.0207 1.0686 0.8052 0.0 0.0 0.0 -0.0007
C -4.8497 -0.0460 0.5516 0.0 0.0 0.0 0.0005
C -4.4761 2.3991 0.9837 0.0 0.0 0.0 0.0088
C -3.5565 3.3908 1.1781 0.0 0.0 0.0 -0.0004
C -2.1698 3.1263 1.2849 0.0 0.0 0.0 0.0099
C -1.6980 1.8365 1.1937 -0.1 -0.2 0.0 -0.0024
N -0.4199 1.3318 1.3847 -0.2 0.3 0.0 0.0190
C 0.3674 1.8306 2.3950 0.3 -0.1 0.0 -0.0024
C 0.1189 2.8466 3.2988 0.1 -0.1 -0.1 0.0168
C 1.0785 3.1876 4.2754 -0.1 0.0 0.0 -0.0014
C 2.2700 2.5363 4.3908 0.1 0.0 0.0 0.0132
C 2.5460 1.4608 3.5141 -0.1 0.0 0.0 -0.0019
C 3.7090 0.6695 3.5862 0.0 0.1 0.1 0.0077
C 3.8552 -0.3836 2.7318 0.0 -0.1 0.0 -0.0017
C 2.8501 -0.6478 1.7889 -0.1 0.0 0.1 0.0101
N 1.7512 0.0701 1.6812 0.2 0.3 0.3 -0.0133
C 1.5947 1.1180 2.5348 0.0 0.0 0.0 -0.0052
H -4.8949 -2.1488 0.1478 0.0 0.0 0.0 -0.0002
H -2.4137 -2.3425 0.0946 0.0 0.0 0.0 -0.0001
H -5.9247 0.0855 0.5195 0.0 0.0 0.0 0.0000
H -5.5357 2.6148 0.9411 0.0 0.0 0.0 0.0005
H -3.8897 4.4161 1.2769 0.0 0.0 0.0 -0.0003
H -1.4933 3.9519 1.4481 0.0 0.0 0.0 0.0005
H -0.8145 3.3829 3.3023 0.0 0.0 0.0 0.0012
H 0.8450 4.0009 4.9511 0.0 0.0 0.0 -0.0005
H 2.9946 2.8133 5.1451 0.0 0.0 0.0 0.0007
H 4.4680 0.9012 4.3239 0.0 0.0 0.0 0.0003
H 4.7296 -1.0183 2.7623 0.0 0.0 0.0 -0.0003
H 2.9642 -1.4797 1.1129 0.0 0.0 0.0 0.0004
C 4.0385 -3.3334 -1.7584 0.0 0.0 0.0 0.0000
C 3.3742 -2.0209 -1.5125 0.0 0.0 0.0 0.0009
C 3.8100 -0.7522 -1.8278 0.0 -0.1 -0.1 0.0014
C 2.7973 0.1179 -1.4032 0.0 0.0 0.1 0.0037
N 1.8153 -0.5868 -0.8400 0.0 -0.2 -0.3 -0.0007
N 2.1699 -1.8966 -0.9197 0.1 0.1 0.1 -0.0034
B 1.1647 -3.0048 -0.5554 -0.1 -0.2 -0.2 0.0008
N -0.0733 -2.7416 -1.4373 -0.3 0.0 0.2 0.0028
N -0.6454 -1.5054 -1.4941 0.3 -0.2 -0.3 0.0041
C -1.5159 -1.5431 -2.5216 -0.2 0.1 0.0 0.0019
C -1.5478 -2.8389 -3.0512 0.1 -0.1 0.0 0.0014
C -0.6128 -3.5652 -2.3482 0.0 0.0 -0.1 0.0027
C -0.2006 -4.9872 -2.5275 0.0 0.0 0.0 0.0004
C -2.2800 -0.4165 -3.1251 0.0 0.0 0.0 0.0001
C -2.6356 0.7553 -2.4665 -0.5 -0.1 0.2 0.0004
C -3.3228 1.7748 -3.1131 -0.1 -0.1 0.0 -0.0001
C -3.6686 1.6528 -4.4486 0.0 0.0 0.0 0.0003
C -3.3167 0.4941 -5.1279 0.0 0.0 0.0 -0.0001
C -2.6333 -0.5196 -4.4780 0.1 0.0 0.1 0.0002
N 0.7418 -2.9943 0.9152 0.0 0.1 0.1 -0.0011
N 0.0319 -1.9465 1.4037 0.0 -0.2 -0.1 -0.0031
C -0.1925 -2.1935 2.6968 0.1 0.1 0.1 0.0039
C 0.3794 -3.4241 3.0390 -0.1 0.0 0.0 0.0007
C 0.9554 -3.9079 1.8828 0.0 0.0 -0.1 0.0020
C 1.6870 -5.1860 1.6488 0.0 0.0 0.0 0.0002
C -0.7844 -1.2312 3.6554 0.0 0.0 0.0 0.0002
C -2.1270 -0.8685 3.6536 0.0 0.0 0.0 0.0000
C -2.6105 0.0322 4.5913 0.0 0.0 0.0 0.0000
C -1.7623 0.5652 5.5508 0.0 0.0 0.0 0.0000
C -0.4304 0.1805 5.5834 0.0 0.0 0.0 0.0000
C 0.0540 -0.7155 4.6429 0.0 0.0 0.0 -0.0001
C 2.8271 1.5844 -1.5826 0.0 0.0 0.0 0.0002
C 3.3312 2.0856 -2.7842 0.0 0.0 0.0 0.0002
C 3.4216 3.4527 -3.0003 0.0 0.0 0.0 0.0000
C 3.0129 4.3414 -2.0153 0.0 0.0 0.0 0.0002
C 2.5064 3.8517 -0.8189 0.0 0.0 0.0 0.0000
C 2.4108 2.4844 -0.6056 0.0 0.0 0.0 0.0000
H 5.0248 -3.1621 -2.1847 0.0 0.0 0.0 -0.0001
H 4.1583 -3.9052 -0.8381 0.0 0.0 0.0 0.0001
H 3.4666 -3.9449 -2.4566 0.0 0.0 0.0 0.0001
H 4.7432 -0.4856 -2.2932 0.0 0.0 0.0 0.0002
H 1.6378 -4.0650 -0.8143 0.0 0.0 0.0 0.0000
H -2.1502 -3.2124 -3.8580 -0.1 0.0 0.0 0.0000
H -0.8106 -5.4451 -3.3033 0.0 0.0 0.0 0.0000
H 0.8455 -5.0657 -2.8232 0.0 0.0 0.0 0.0001
H -0.3294 -5.5599 -1.6087 0.0 0.0 0.0 0.0001
H -2.3785 0.9001 -1.4335 -0.2 -0.1 -0.1 0.0000
H -3.5945 2.6610 -2.5513 0.0 0.0 0.0 0.0000
H -4.2041 2.4454 -4.9547 0.0 0.0 0.0 0.0000
H -3.5701 0.3776 -6.1735 0.0 0.0 0.0 0.0000
H -2.3447 -1.3866 -5.0516 0.0 -0.1 0.0 0.0000
H 0.3602 -3.8933 4.0079 0.0 0.0 0.0 0.0001
H 1.6614 -5.7893 2.5537 0.0 0.0 0.0 -0.0001
H 1.2381 -5.7614 0.8395 0.0 0.0 0.0 0.0001
H 2.7311 -5.0079 1.3875 0.0 0.0 0.0 0.0001
H -2.8049 -1.3086 2.9377 0.0 0.0 -0.1 0.0000
H -3.6583 0.3052 4.5818 0.0 0.0 0.0 0.0000
H -2.1420 1.2694 6.2797 0.0 0.0 0.0 0.0000
H 0.2347 0.5810 6.3369 0.0 0.0 0.0 0.0000
H 1.0949 -1.0173 4.6643 0.0 0.0 0.0 0.0000
H 3.6477 1.3970 -3.5581 0.0 0.0 0.0 0.0000
H 3.8187 3.8222 -3.9371 0.0 0.0 0.0 0.0000
H 3.0933 5.4083 -2.1781 0.0 0.0 0.0 0.0000
H 2.1914 4.5330 -0.0386 0.0 0.0 0.0 0.0000
H 2.0040 2.1203 0.3239 0.0 0.0 0.0 -0.0003
N -0.3940 2.8293 -4.4311 0.0 0.0 0.1 0.0000
C -0.3192 2.9028 -2.9779 0.1 0.1 0.0 -0.0002
C -0.0387 1.5262 -2.4131 0.1 0.1 0.0 -0.0018
O 0.4151 0.6548 -3.2768 0.1 0.0 0.1 -0.0016
O -0.2198 1.2848 -1.2287 0.3 0.0 0.0 0.0020
H -1.3443 2.6673 -4.7458 0.0 0.0 0.0 0.0000
H 0.3982 1.1355 -4.1423 0.0 0.0 -0.1 0.0000
H -0.0484 3.6662 -4.8786 0.1 0.0 0.0 0.0000
H -1.2023 3.3014 -2.4753 0.0 0.0 0.0 -0.0001
H 0.5359 3.5159 -2.6763 0.0 0.0 0.0 -0.0001



# 3
114
Properties=species:S:1:pos:R:3:forces:R:3:lowdin_spin:R:1 method="wB97M-V/def2-TZVPD" homo_lumo_gap_ev="6.84 / 5.73" largest_force_ev_per_a=3.60 total_charge=0 multiplicity=6 e_lumo_ev="-0.63 / -1.64"
Fe 0.4196 0.0315 -0.0876 -0.6 1.0 1.4 4.2249
N -0.9980 -1.4031 0.7028 0.4 -0.4 -0.4 0.0583
S -1.9994 -2.4624 0.7144 0.9 0.3 -0.7 0.0150
N -3.5924 -2.1331 0.3383 -0.2 0.2 0.1 0.0012
S -4.0672 -1.7643 -1.0810 -0.2 -0.4 0.0 0.0001
N -3.2695 -0.8602 -2.0435 0.2 0.1 -0.2 0.0012
S -2.6218 0.6641 -1.7215 0.4 0.1 0.3 0.0205
N -1.4042 0.8065 -0.9306 0.4 -0.2 -0.2 0.0687
C -4.0440 1.5696 -1.0641 0.4 -0.1 -0.1 0.0046
C -4.3560 1.2892 0.2514 0.3 0.0 -0.1 0.0013
C -5.3800 1.9736 0.8821 0.1 0.1 -0.1 0.0001
C -6.0883 2.9334 0.1805 0.0 -0.1 0.1 0.0007
C -5.7728 3.2072 -1.1425 0.1 0.0 -0.1 0.0002
C -4.7413 2.5290 -1.7753 0.0 0.2 -0.2 0.0013
C -2.4427 1.2575 -3.4181 -0.3 -0.2 0.3 0.0038
C -3.3822 0.9791 -4.3920 -0.1 -0.1 -0.1 0.0006
C -3.2581 1.5730 -5.6377 -0.1 0.0 0.0 0.0003
C -2.2030 2.4383 -5.8903 0.0 0.0 0.0 -0.0002
C -1.2508 2.6888 -4.9133 0.0 0.0 -0.1 0.0000
C -1.3696 2.0954 -3.6678 0.0 -0.1 0.3 -0.0001
C -4.3248 -3.3057 -1.9815 0.1 0.2 -0.2 0.0002
C -5.0236 -4.2921 -1.3040 -0.1 0.1 0.1 0.0000
C -5.1980 -5.5302 -1.8949 0.0 0.1 0.0 0.0000
C -4.6718 -5.7726 -3.1551 0.0 0.1 0.0 0.0000
C -3.9791 -4.7775 -3.8260 -0.1 -0.1 0.0 0.0000
C -3.8033 -3.5329 -3.2408 -0.1 0.3 0.0 0.0000
C -5.7485 -1.1450 -0.8928 0.2 -0.2 0.2 0.0000
C -6.3280 -0.9774 0.3502 0.1 -0.3 0.0 0.0000
C -7.5961 -0.4224 0.4213 0.0 -0.1 -0.1 0.0000
C -8.2587 -0.0405 -0.7338 0.0 0.0 0.1 0.0000
C -7.6739 -0.2345 -1.9763 0.1 -0.1 0.0 0.0000
C -6.4117 -0.7956 -2.0580 0.2 -0.1 -0.1 0.0000
C -1.6118 -3.7718 -0.4924 0.0 0.2 0.4 0.0018
C -1.8785 -5.1138 -0.2929 0.0 0.0 0.1 0.0003
C -1.4971 -6.0239 -1.2695 -0.1 0.0 0.0 0.0001
C -0.8708 -5.5848 -2.4257 0.0 0.0 0.0 -0.0001
C -0.6274 -4.2342 -2.6215 0.0 0.0 0.1 0.0000
C -0.9903 -3.3249 -1.6448 0.2 0.2 0.1 -0.0006
C -2.1496 -3.3256 2.2792 -0.1 0.1 -0.4 0.0041
C -3.3484 -3.7775 2.7911 0.0 -0.1 -0.1 0.0010
C -3.3439 -4.4336 4.0107 0.0 0.0 -0.1 0.0002
C -2.1509 -4.6371 4.6868 0.0 0.0 0.0 0.0001
C -0.9563 -4.1717 4.1599 0.0 0.0 0.0 0.0000
C -0.9529 -3.5032 2.9505 0.1 0.1 -0.3 0.0003
H -3.7858 0.5384 0.7775 0.0 0.0 0.3 0.0002
H -5.5978 1.7641 1.9192 0.0 0.0 0.1 0.0001
H -6.8849 3.4720 0.6718 -0.1 0.1 0.0 0.0000
H -6.3215 3.9594 -1.6877 0.0 0.1 0.0 0.0000
H -4.4854 2.7574 -2.7984 0.0 0.1 -0.1 0.0001
H -4.1898 0.3013 -4.1634 -0.1 0.0 -0.1 0.0000
H -3.9872 1.3693 -6.4086 0.0 0.0 0.0 0.0001
H -2.1239 2.9187 -6.8548 0.0 0.0 -0.1 0.0000
H -0.4238 3.3509 -5.1244 0.1 0.0 0.0 0.0000
H -0.6504 2.2573 -2.8780 0.1 0.1 0.0 -0.0004
H -5.4153 -4.0749 -0.3221 -0.1 -0.1 0.2 0.0000
H -5.7362 -6.3078 -1.3750 -0.1 0.0 0.1 0.0000
H -4.8040 -6.7409 -3.6147 0.0 -0.1 0.0 0.0000
H -3.5695 -4.9758 -4.8043 0.1 0.0 -0.1 0.0000
H -3.2658 -2.7389 -3.7346 0.1 0.0 -0.1 0.0000
H -5.7769 -1.2595 1.2331 0.1 0.0 0.2 0.0000
H -8.0613 -0.2746 1.3823 0.0 0.0 0.1 0.0000
H -9.2371 0.4105 -0.6641 -0.1 0.0 0.0 0.0000
H -8.1998 0.0552 -2.8737 0.0 0.0 -0.1 0.0000
H -5.9286 -0.9720 -3.0081 0.0 0.1 -0.2 0.0000
H -2.3605 -5.4431 0.6167 0.0 -0.1 0.1 0.0000
H -1.6893 -7.0774 -1.1253 0.0 -0.1 0.0 0.0000
H -0.5573 -6.2966 -3.1738 0.0 -0.1 -0.1 0.0000
H -0.1516 -3.8904 -3.5270 0.1 0.0 -0.1 0.0000
H -0.7872 -2.2654 -1.7392 0.0 0.0 -0.2 -0.0005
H -4.2570 -3.5841 2.2461 -0.2 0.0 0.0 0.0000
H -4.2730 -4.7820 4.4329 -0.1 0.0 0.1 0.0000
H -2.1476 -5.1528 5.6349 0.0 0.0 0.1 0.0000
H -0.0304 -4.3268 4.6922 0.1 0.0 0.0 0.0000
H -0.0503 -3.0968 2.5170 0.1 0.0 0.0 0.0000
N 1.3198 -0.7317 -1.8769 -0.1 -0.1 0.6 0.0423
C 2.0586 -1.3382 -2.5468 -0.8 0.8 0.7 0.0141
C 2.9240 -2.0389 -3.3335 -0.1 0.1 0.1 0.0077
C 3.6935 -1.3674 -4.2864 0.5 0.5 -0.5 0.0011
N 4.3326 -0.8084 -5.0625 0.1 0.1 -0.2 0.0037
C 3.0372 -3.4200 -3.1885 -0.1 -0.9 0.2 0.0013
N 3.1424 -4.5591 -3.0475 0.0 -0.2 0.0 0.0040
C 2.3275 3.6214 -0.0041 -0.2 -0.4 0.2 0.0134
C 2.4263 2.3983 0.9290 1.2 0.8 0.3 0.0352
C 3.8091 1.7353 0.7441 -0.5 0.0 0.0 0.0116
C 2.2705 2.8543 2.3956 -0.2 -0.3 -0.5 0.0083
O 1.4378 1.4974 0.6115 -2.1 -2.5 -1.4 0.3400
H 3.1433 4.3122 0.1946 0.1 0.1 0.0 0.0017
H 1.3784 4.1252 0.1613 -0.1 0.1 0.0 0.0000
H 2.3749 3.3072 -1.0461 0.0 -0.1 -0.1 -0.0002
H 4.5935 2.4380 1.0148 0.1 0.0 0.0 0.0014
H 3.9342 1.4172 -0.2913 0.1 0.0 -0.1 -0.0002
H 3.8886 0.8581 1.3860 0.0 0.0 0.1 -0.0001
H 2.9298 3.6906 2.6157 0.1 0.0 0.0 0.0011
H 2.4978 2.0273 3.0640 0.0 -0.1 0.1 0.0000
H 1.2400 3.1551 2.5778 -0.1 0.1 0.0 0.0001
Cl -2.7372 2.9073 2.5903 0.3 -0.2 0.1 0.0133
Ge -1.4437 1.0024 2.3851 -0.2 0.3 0.4 0.0184
Cl -3.1609 -0.4828 2.9782 -0.1 0.4 0.2 0.0126
Cl -0.5402 0.9060 4.4884 0.1 0.1 0.0 0.0106
N 5.2589 -3.0691 -0.4640 0.0 0.0 -0.3 0.0000
C 5.2356 -3.0220 0.8842 0.0 0.1 -0.2 0.0003
O 6.0815 -3.5441 1.5794 0.2 -0.1 0.2 0.0002
C 4.0938 -2.2663 1.4931 -0.3 0.0 0.3 0.0012
C 4.2062 -1.8428 2.8183 -0.2 0.0 -0.2 -0.0006
C 3.1367 -1.1908 3.4077 0.0 -0.1 -0.2 0.0015
C 1.9947 -0.9704 2.6501 -0.1 0.1 0.3 0.0021
N 1.8775 -1.3769 1.3905 -0.2 0.6 -0.7 0.0418
C 2.8952 -2.0211 0.8338 0.4 -0.2 0.0 0.0024
H 5.9714 -3.6168 -0.9174 0.0 0.0 0.1 0.0000
H 4.5728 -2.6216 -1.0449 0.0 0.0 0.0 0.0000
H 5.1203 -2.0436 3.3574 0.1 0.0 0.0 0.0000
H 3.1796 -0.8526 4.4327 0.0 0.0 0.0 0.0002
H 1.1384 -0.4614 3.0726 0.0 0.1 0.1 -0.0004
H 2.7143 -2.3699 -0.1729 0.1 -0.1 -0.1 0.0001